Density functional theory data (ωB97M-V with the def2-TZVPD basis set) for a structure of composition C56H45MnN3O7S in a non-equilibrium geometry.

Properties
Spin multiplicity ... 5
Relative energy (zero: lowest compared OMol25 entry of this formula, charge and spin) ... 34.89 kcal/mol
E_tot ... -119766.822 eV
Charge ... -1
E_HOMO (alpha / beta) ... -5.267 / -5.254 eV
HOMO-LUMO gap (alpha / beta) ... 7.27 / 7.13 eV
Maximum force ... 1.53 eV Å⁻¹

Positions of all 113 atoms, in Å:
Mn  0.307  0.048  -0.111
O  -0.260  -1.079  1.284
C  -0.397  -1.157  2.635
C  0.093  0.179  3.322
C  -0.904  1.223  2.942
C  -1.860  1.673  3.850
C  -2.835  2.548  3.406
C  -2.867  2.887  2.064
C  -1.895  2.376  1.207
C  -1.924  2.645  -0.263
C  -2.233  1.324  -1.067
O  -1.345  0.349  -0.731
C  -3.656  0.809  -0.838
C  -4.737  1.611  -0.499
C  -6.009  1.070  -0.415
C  -6.216  -0.275  -0.656
C  -5.137  -1.081  -0.982
C  -3.868  -0.543  -1.084
C  -2.142  1.617  -2.578
C  -1.020  1.204  -3.284
C  -0.958  1.358  -4.657
C  -2.031  1.896  -5.348
C  -3.147  2.320  -4.648
C  -3.194  2.201  -3.271
N  -0.904  1.611  1.667
C  0.420  -2.392  3.003
C  -0.208  -3.630  2.913
C  0.516  -4.800  3.016
C  1.891  -4.754  3.171
C  2.528  -3.527  3.239
C  1.799  -2.353  3.166
C  -1.858  -1.329  3.056
C  -2.849  -1.173  2.100
C  -4.180  -1.312  2.448
C  -4.529  -1.616  3.752
C  -3.542  -1.769  4.711
C  -2.209  -1.623  4.368
H  1.074  0.425  2.916
H  0.149  0.047  4.403
H  -1.828  1.336  4.876
H  -3.568  2.946  4.094
H  -3.621  3.559  1.686
H  -0.937  2.962  -0.594
H  -2.653  3.414  -0.514
H  -4.606  2.665  -0.304
H  -6.844  1.710  -0.165
H  -7.210  -0.696  -0.586
H  -5.274  -2.136  -1.163
H  -3.020  -1.164  -1.337
H  -0.192  0.755  -2.745
H  -0.068  1.049  -5.186
H  -1.996  1.989  -6.425
H  -3.994  2.733  -5.178
H  -4.069  2.547  -2.742
H  -1.272  -3.668  2.738
H  0.006  -5.750  2.955
H  2.464  -5.668  3.231
H  3.604  -3.480  3.336
H  2.318  -1.406  3.221
H  -2.543  -0.970  1.084
H  -4.941  -1.189  1.691
H  -5.568  -1.759  4.016
H  -3.813  -2.011  5.729
H  -1.441  -1.772  5.114
C  0.660  -5.184  -7.116
C  0.526  -4.669  -5.713
C  0.239  -3.331  -5.469
C  0.062  -2.874  -4.173
C  0.183  -3.754  -3.116
C  0.470  -5.087  -3.341
C  0.649  -5.541  -4.636
S  -0.117  -3.135  -1.434
O  0.071  -4.256  -0.540
O  -1.444  -2.582  -1.515
N  0.939  -1.937  -1.172
C  2.201  -2.252  -0.817
C  2.859  -3.437  -1.152
C  4.197  -3.631  -0.838
C  4.938  -2.661  -0.206
C  4.320  -1.466  0.192
C  5.015  -0.439  0.866
C  4.321  0.666  1.290
C  2.948  0.735  1.059
N  2.261  -0.184  0.383
C  2.935  -1.273  -0.074
H  0.740  -4.362  -7.824
H  -0.215  -5.780  -7.377
H  1.540  -5.818  -7.212
H  0.149  -2.646  -6.301
H  -0.195  -1.847  -3.964
H  0.528  -5.755  -2.494
H  0.882  -6.581  -4.821
H  2.308  -4.211  -1.657
H  4.669  -4.564  -1.120
H  5.990  -2.807  -0.004
H  6.076  -0.550  1.039
H  4.804  1.481  1.812
H  2.386  1.581  1.434
O  3.029  5.188  -2.149
C  2.716  5.037  -0.855
C  3.197  5.958  0.082
C  2.850  5.850  1.414
C  1.986  4.848  1.835
C  1.537  3.912  0.923
C  1.921  3.967  -0.411
C  1.554  2.856  -1.365
O  1.816  2.991  -2.576
O  1.020  1.833  -0.853
H  2.614  4.396  -2.617
H  3.846  6.751  -0.261
H  3.251  6.551  2.134
H  1.676  4.797  2.870
H  0.871  3.117  1.229

Forces on atoms 1 to 6 (eV/Å):
-0.5 0.6 0.6
0.0 0.1 -1.1
0.4 0.4 0.7
-0.1 -0.5 -0.3
-0.1 0.3 0.3
0.1 0.1 -0.1

Results of the Mulliken charge analysis, in e, for atoms 1 through 99: 1.3229, 0.2174, 1.5385, -1.1452, -0.0721, -0.5967, -1.1887, -0.4427, 0.5989, -1.5285, 1.4501, 0.5510, 0.7233, -0.0848, -0.8927, -0.7630, -0.5543, -0.9138, 0.3885, -0.7459, -1.1393, -0.5191, -1.0531, -0.3217, 0.7593, -0.5122, -0.4104, -0.8281, -0.6280, -0.6954, -0.3334, -0.1873, 0.8279, -0.2366, -0.7281, -1.1007, 0.1973, 0.4537, 0.4883, 0.4704, 0.4058, 0.4814, -0.1963, 0.9087, 0.4877, 0.4179, 0.3674, 0.4553, 0.4196, 0.1911, 0.5469, 0.3995, 0.4004, 0.4358, 0.3659, 0.3732, 0.3763, 0.3918, 0.2281, -0.4211, 0.2502, 0.3861, 0.3775, 0.4491, -1.5497, 1.1711, -0.9141, -0.9567, -0.6445, -0.0900, -0.8249, 1.6694, -0.6850, -0.8379, 0.4247, 0.0513, -0.5048, -1.1604, -0.9251, 1.5144, -1.1483, -1.2992, 0.0277, 1.4340, -0.4271, 0.3443, 0.3009, 0.3661, 0.3547, 0.4947, 0.5736, 0.3551, 0.2485, 0.4100, 0.4008, 0.4354, 0.5439, 0.0988, -0.7129

=====

Density functional theory data (ωB97M-V with the def2-TZVPD basis set) for a structure of composition C56H48BF4N3O2PReS3 in a non-equilibrium geometry.

Properties
Spin multiplicity ... 4
Relative energy (zero: lowest compared OMol25 entry of this formula, charge and spin) ... 101.12 kcal/mol
E_tot ... -122879.150 eV
Charge ... +1
E_HOMO (alpha / beta) ... -9.566 / -9.566 eV
HOMO-LUMO gap (alpha / beta) ... 6.05 / 5.03 eV
Maximum force ... 3.75 eV Å⁻¹

Positions of all 119 atoms, in Å:
Re  3.051  -25.219  7.693
C  9.075  -25.390  7.332
C  8.071  -24.450  7.602
C  6.759  -24.741  7.205
C  6.445  -25.851  6.473
C  7.518  -26.775  6.116
C  8.775  -26.583  6.602
P  4.729  -25.858  6.000
C  4.559  -25.266  4.304
C  5.243  -24.136  4.044
C  5.216  -23.025  3.040
C  3.123  -23.973  1.603
C  2.971  -25.322  2.350
C  3.558  -25.878  3.394
C  4.144  -27.514  6.442
C  4.570  -28.795  6.068
C  3.930  -29.873  6.749
C  2.975  -29.709  7.721
C  2.592  -28.382  8.050
C  3.179  -27.273  7.471
H  10.148  -25.217  7.646
H  8.284  -23.546  8.098
H  5.982  -23.998  7.329
H  7.281  -27.600  5.459
H  9.622  -27.157  6.306
H  6.099  -23.915  4.782
H  5.098  -22.093  3.678
H  2.833  -24.169  0.528
H  2.195  -25.865  1.902
H  3.234  -26.881  3.556
H  5.383  -29.036  5.395
H  4.376  -30.838  6.502
H  2.494  -30.585  8.151
H  1.892  -28.244  8.858
C  4.677  -21.072  -1.490
C  3.930  -21.622  -0.265
C  2.460  -21.544  -0.213
C  1.888  -21.853  0.972
C  2.561  -22.635  2.069
C  4.067  -22.911  1.867
C  4.641  -22.134  0.727
S  1.844  -22.317  3.671
O  0.355  -22.276  3.440
C  2.319  -20.507  3.739
C  3.209  -19.939  2.836
C  3.280  -18.574  2.670
C  2.217  -17.753  3.168
C  2.046  -16.398  2.793
C  0.907  -15.691  3.137
C  -0.098  -16.408  3.886
C  0.156  -17.651  4.341
C  1.316  -18.357  4.032
C  1.535  -19.673  4.513
C  0.886  -19.938  5.878
C  1.226  -18.825  6.823
C  2.429  -18.036  6.746
C  2.614  -16.975  7.599
C  1.699  -16.750  8.683
C  0.633  -17.489  8.855
C  0.414  -18.545  7.929
C  -0.836  -19.239  8.057
C  -1.102  -20.305  7.296
C  -0.213  -20.664  6.317
S  -0.358  -22.435  6.030
O  -1.735  -22.920  6.013
C  0.320  -22.922  7.667
C  1.074  -22.207  8.635
C  1.481  -22.739  9.857
C  1.412  -24.096  10.003
C  1.705  -24.675  11.374
C  0.870  -24.963  8.924
C  0.170  -24.277  7.889
H  5.755  -21.014  -1.204
H  4.380  -20.022  -1.798
H  4.559  -21.727  -2.374
H  1.888  -21.047  -1.041
H  0.877  -21.686  1.220
H  6.188  -22.941  2.549
H  5.736  -22.016  0.720
H  3.897  -20.533  2.306
H  4.045  -18.092  2.114
H  2.786  -15.932  2.139
H  0.676  -14.720  2.681
H  -1.040  -15.859  4.090
H  -0.624  -18.088  4.968
H  3.265  -18.230  6.032
H  3.561  -16.533  7.664
H  1.893  -15.878  9.321
H  -0.149  -17.271  9.597
H  -1.536  -18.942  8.868
H  -2.024  -20.993  7.390
H  1.232  -21.136  8.486
H  1.751  -22.089  10.723
H  1.974  -23.895  12.055
H  2.489  -25.436  11.421
H  0.774  -25.051  11.747
H  0.627  -26.005  9.248
H  -0.383  -24.859  7.098
N  0.949  -25.459  5.301
C  1.759  -25.291  6.082
C  5.580  -22.233  11.435
N  5.111  -23.321  10.573
C  5.621  -24.508  10.345
S  4.697  -25.673  9.456
N  6.834  -24.854  10.686
C  8.057  -23.989  10.787
H  5.988  -22.701  12.336
H  4.760  -21.628  11.733
H  6.220  -21.538  10.851
H  4.181  -23.105  10.184
H  7.035  -25.815  10.427
H  8.866  -24.518  10.249
H  8.314  -23.799  11.857
H  7.967  -23.031  10.338
F  4.916  -22.022  5.896
B  4.256  -21.906  7.089
F  5.050  -21.998  8.275
F  3.453  -20.804  7.127
F  3.374  -23.106  7.223

Forces on atoms 1 to 6 (eV/Å):
-0.2 0.5 -0.3
0.3 0.0 0.2
0.4 -2.0 -0.6
0.7 1.0 -0.2
2.0 -0.7 -0.3
-2.4 0.7 0.2

Results of the Mulliken charge analysis, in e, for atoms 1 through 99: 2.1857, -0.5608, -1.2336, 0.2773, 0.7774, -0.8383, -0.9897, 0.9319, 1.2170, -0.3265, -0.8343, -0.3225, -1.4114, -1.3318, 0.8498, -0.7352, -0.6175, -1.0047, -0.3730, -0.0977, 0.3835, 0.8707, 0.1698, 0.4237, 0.4176, -0.0825, 0.1915, 0.4279, 0.5234, 0.3446, 0.4205, 0.3914, 0.4479, 0.4200, -1.5298, 1.3820, -1.2473, -1.0470, -0.1053, 1.4425, -1.5070, 1.8901, -0.7892, 0.5856, -0.3973, -2.1409, 1.3446, -0.9639, -0.7803, -0.8294, -0.3889, 0.6731, -0.2273, 1.1184, 0.5189, -0.8980, -1.3498, -0.5887, -1.1010, 1.6846, -1.1363, -0.8777, 0.4083, 1.2357, -0.8456, 1.0077, 0.0576, -1.2865, 1.6697, -1.9018, -0.9314, -2.0323, 0.3519, 0.3369, 0.3210, 0.3540, 0.7721, 0.7676, 0.1365, 0.5680, 0.5834, 0.4400, 0.3623, 0.3871, 0.3188, 0.4212, 0.4473, 0.3874, 0.3967, 0.3339, 0.3127, 0.2223, 0.3706, 0.4248, 0.2078, 0.5043, 0.7201, 0.7523, -0.7593